ORCA calculation (ωB97M-V/def2-TZVPD) on a structure of composition C47H51BInN8O10S.

Positions of all 119 atoms, in Å:
In 0.287 -0.457 0.025
S 0.512 -2.603 1.229
O -2.328 -0.610 4.223
O 3.840 2.081 4.588
O 1.293 -0.411 -1.787
O -2.181 0.968 2.259
O -1.909 0.380 -2.681
O -0.423 2.871 0.810
O 2.555 0.069 -3.536
O -3.214 -1.288 2.168
O -0.070 0.560 3.128
O 3.244 1.113 0.047
N 1.897 1.315 3.745
N 1.544 0.780 1.488
N -1.033 0.138 2.081
N 3.898 -1.803 -0.639
N -2.151 3.185 -0.657
N -1.082 1.195 -0.661
N -2.731 -1.504 -0.687
N -1.437 -1.745 -0.942
C 3.630 2.047 2.189
C 5.337 -1.546 -3.728
C -3.020 -1.771 4.365
C 5.120 1.734 1.995
C -2.665 2.531 -1.837
C 4.638 -2.697 -2.989
C 1.740 1.922 -2.321
C -3.221 -2.506 5.510
C -3.538 -2.185 3.136
C -1.411 -2.723 -1.838
C -4.474 -4.098 4.177
C -3.089 4.607 -3.164
C 0.765 -2.256 3.945
C 2.833 -2.287 2.722
C -1.576 3.003 -4.109
C -0.121 -3.246 -2.374
C 1.117 0.895 2.711
C -4.128 2.122 -1.690
C -2.881 5.453 -4.239
C 3.388 -3.132 -3.763
C -6.038 1.629 -0.303
C 5.496 0.270 2.167
C 1.892 0.430 -2.568
C -5.025 -2.219 -1.239
C 4.226 -2.198 -1.667
C -2.728 -3.114 -2.146
C -6.195 1.377 -2.683
C -3.965 -3.688 5.397
C -4.873 1.774 -2.815
C 1.464 -2.134 5.138
C -1.824 1.214 -1.807
C -4.714 2.029 -0.431
C -1.369 3.854 -5.191
C 5.591 -3.881 -2.801
C -2.014 5.078 -5.259
C -2.431 3.379 -3.080
C -1.149 2.445 -0.068
C 2.853 -2.105 5.132
C 1.436 -2.323 2.722
C -6.785 1.311 -1.427
C 3.528 -2.191 3.922
C 3.188 1.804 3.612
C 2.122 4.194 2.323
C 3.452 3.577 1.922
C -3.545 -2.311 -1.379
C -4.264 -3.345 3.015
C 2.809 1.272 1.158
B -2.328 -0.334 2.798
H 1.312 2.375 -3.216
H -1.848 5.734 -6.104
H 4.639 -0.722 -3.869
H -6.768 1.116 -3.566
H 3.685 -3.405 -4.779
H 1.123 2.162 -1.458
H -4.643 -3.669 2.053
H -7.818 0.999 -1.326
H 2.111 5.249 2.042
H -2.985 -0.859 0.046
H 4.611 -2.201 3.912
H 5.874 -4.270 -3.782
H -0.697 3.547 -5.983
H 1.513 1.224 4.676
H 6.568 0.135 2.011
H 5.672 -1.901 -4.706
H 0.917 -2.077 6.072
H -3.038 -3.874 -2.844
H 1.972 4.150 3.405
H -0.316 -2.294 3.952
H -5.035 -5.022 4.115
H -3.783 4.892 -2.380
H -4.128 2.276 0.446
H 5.263 -0.062 3.179
H 4.266 4.067 2.459
H -3.398 6.404 -4.286
H 6.205 -1.192 -3.170
H -0.239 -3.542 -3.418
H 5.670 2.349 2.710
H 4.970 -0.368 1.454
H 0.218 -4.111 -1.801
H 5.379 2.079 0.993
H 5.111 -4.684 -2.238
H -5.509 -3.001 -1.822
H -1.085 2.041 -4.080
H 3.636 3.714 0.854
H -4.413 1.824 -3.794
H 2.671 -2.313 -3.807
H 0.642 -2.470 -2.326
H 6.497 -3.580 -2.273
H -5.324 -2.330 -0.194
H -5.386 -1.252 -1.590
H -4.137 -4.293 6.279
H 3.355 -2.348 1.778
H 1.272 3.720 1.836
H 2.732 2.345 -2.178
H -2.809 -2.178 6.456
H 3.405 -2.024 6.060
H -2.145 4.183 -0.534
H 2.932 -4.006 -3.294
H -6.482 1.565 0.683

Its LUMO energy is 2.43 eV. As for the total charge: -1. For the energy above the lowest of the compared OMol25 structures with the same formula, charge and spin, the calculation gives 0.515 eV. For the frontier orbital gap, the calculation gives 8.0 eV. Its multiplicity is 1.

Atomic partial charges in e from the Mulliken method, atoms 1 to 4: number 1, In, carries 2.81; number 2, S, carries -0.25; number 3, O, carries -0.57; number 4, O, carries -0.67

ORCA calculation (ωB97M-V/def2-TZVPD) on a structure of composition C17H33BrFNO13P.

Positions of all 67 atoms, in Å:
Br -0.432 4.370 3.676
P 0.694 2.596 5.641
F -0.420 2.004 -0.295
O 6.241 0.643 8.775
O 2.131 1.797 6.016
O -0.261 -1.138 -4.035
O -2.234 -0.487 -4.924
O 7.602 -0.914 7.867
O -2.289 0.903 3.725
O -0.594 -0.915 -6.258
O 5.567 -1.465 8.318
O -0.178 2.417 6.999
O -5.849 -2.675 -7.215
O -1.341 0.266 5.639
O -5.414 -1.183 -8.856
O -6.884 -2.717 -9.222
N -0.165 2.562 3.035
C 8.621 0.080 7.798
C -0.056 1.648 4.224
C 1.268 1.459 1.319
C 0.933 1.903 -0.096
C 4.238 -1.155 8.785
C 1.124 2.611 2.323
C -3.116 -1.304 -8.035
C 6.440 -0.469 8.365
C -4.425 -0.549 -8.023
C -1.369 0.888 4.547
C 0.779 -1.252 -6.455
C 3.431 -0.426 7.732
C -0.966 -0.877 -4.970
C -7.571 -3.893 -8.796
C -6.028 -2.230 -8.318
C -2.388 0.954 -2.960
C -2.798 -0.351 -3.605
H 1.296 1.146 -0.789
H 8.758 0.571 8.759
H -2.898 1.089 -2.007
H 3.427 -0.989 6.798
H -0.507 3.276 7.262
H -8.050 -3.741 -7.831
H 8.379 0.814 7.031
H -2.770 -1.452 -9.060
H 1.951 2.524 3.041
H 2.747 2.098 5.344
H 0.679 0.595 1.602
H -1.315 0.984 -2.779
H 0.918 -1.398 -7.523
H 1.037 -2.171 -5.934
H 2.328 1.213 1.278
H 3.854 0.552 7.517
H -2.631 1.795 -3.613
H -2.526 -1.205 -2.987
H -6.882 -4.735 -8.745
H -4.283 0.447 -8.437
H 1.256 3.571 1.838
H 4.289 -0.589 9.715
H 2.403 -0.288 8.061
H 1.437 2.851 -0.270
H -3.878 -0.378 -3.741
H 1.418 -0.436 -6.122
H -4.806 -0.430 -7.009
H 9.542 -0.430 7.525
H -3.227 -2.291 -7.586
H -2.356 -0.760 -7.481
H 3.775 -2.114 9.011
H -8.333 -4.101 -9.542
H 0.674 0.887 3.951

Its LUMO energy is 2.01 eV. As for the total charge: -1. For the frontier orbital gap, the calculation gives 6.1 eV. Its multiplicity is 1.

Atomic partial charges in e from the Mulliken method, atoms 1 to 4: number 1, Br, carries -0.17; number 2, P, carries 0.09; number 3, F, carries -0.30; number 4, O, carries -0.56

ORCA calculation (ωB97M-V/def2-TZVPD) on a cluster of 4 separate species, C2H12NO3 in total.

Positions of all 18 atoms, in Å:
O 1.309 -0.650 0.787
O -0.958 -1.846 -4.407
O -0.205 -1.680 -1.595
N 0.220 1.522 1.907
C -0.766 1.978 1.244
C 0.374 1.754 3.335
H 0.405 2.825 3.536
H 1.285 1.328 3.746
H 2.164 -1.072 0.662
H -0.850 1.839 0.177
H -0.468 -2.502 -1.165
H 0.729 0.688 1.505
H -0.627 -1.720 -2.467
H -0.942 -1.567 -5.337
H -0.447 1.310 3.900
H -1.499 2.584 1.774
H -1.108 -2.809 -4.430
H 0.662 -1.173 0.286

Its LUMO energy is -4.58 eV. As for the total charge: +1. For the energy above the lowest of the compared OMol25 structures with the same formula, charge and spin, the calculation gives 0.967 eV. For the frontier orbital gap, the calculation gives 9.9 eV. Its multiplicity is 1.

Atomic partial charges in e from the Mulliken method, atoms 1 to 4: number 1, O, carries -0.65; number 2, O, carries -0.66; number 3, O, carries -0.66; number 4, N, carries 0.09

ORCA calculation (ωB97M-V/def2-TZVPD) on a cluster of 10 separate species, C60H140 in total.

Positions of all 200 atoms, in Å:
C 3.569 -5.843 -6.261
C -7.130 -3.501 1.088
C 1.703 -2.131 -0.880
C -1.974 5.438 6.063
C 4.165 0.176 5.088
C 3.379 3.807 0.959
C -1.785 -3.573 -0.088
C 1.196 -9.828 1.945
C 1.044 3.517 -6.161
C 0.126 -9.348 3.022
C 5.875 -1.879 3.255
C -0.468 -0.297 4.313
C 1.045 -6.997 -0.746
C -2.537 -4.190 1.121
C -1.089 6.184 -9.020
C -1.908 6.851 -10.108
C 3.647 -0.939 4.116
C -4.085 -4.300 0.954
C 1.789 -4.269 -3.957
C -0.545 2.560 -2.057
C -2.990 7.057 -1.822
C -1.153 1.570 5.961
C 1.371 -7.554 0.587
C -3.868 8.845 -0.205
C -2.138 5.398 -3.558
C -6.015 -2.687 0.466
C -7.413 0.526 5.847
C -4.716 -2.910 1.183
C -0.585 1.223 4.568
C 0.785 4.539 -8.503
C 3.999 2.729 1.898
C 5.411 2.111 1.399
C 0.229 4.356 -7.065
C 1.142 -9.108 0.623
C -3.124 0.641 1.480
C -0.266 4.935 -9.493
C 1.531 0.214 0.124
C -5.101 0.872 4.953
C 6.620 3.014 1.423
C 0.446 -9.933 4.464
C 0.286 2.103 -0.946
C 0.271 0.601 -0.703
C 3.581 -6.800 -7.445
C -0.982 3.104 6.315
C 1.638 -1.317 0.402
C 6.509 -3.229 2.840
C -4.063 0.282 2.632
C 2.320 -4.883 -6.412
C 1.550 5.493 0.510
C -2.153 3.935 5.810
C 2.208 4.618 1.526
C 7.144 -3.905 4.103
C 4.808 -7.699 -7.454
C -4.263 1.368 3.736
C 4.501 -2.132 3.988
C 2.182 -3.801 -5.361
C -6.576 0.517 4.531
C -1.739 6.342 -2.394
C -4.307 9.926 -1.178
C -2.696 8.021 -0.691
H 0.130 0.022 -1.615
H 0.110 -8.258 3.033
H 3.300 1.898 1.805
H -2.281 -3.690 2.056
H 0.772 -7.044 1.342
H 1.826 -3.181 -0.616
H -2.350 7.491 0.197
H 1.661 -3.415 -3.292
H -5.986 -3.006 -0.575
H -0.725 -3.825 -0.063
H -3.675 9.382 0.724
H -3.511 1.460 0.874
H 6.473 -4.065 4.947
H -1.687 5.930 -8.145
H -2.210 -3.930 -1.026
H 4.775 -8.292 -6.540
H 0.219 5.251 -10.416
H 5.581 1.263 2.063
H -2.203 1.282 5.904
H -5.069 0.183 2.224
H -1.546 2.265 -1.742
H 3.002 3.218 0.123
H -3.230 1.596 3.998
H -3.124 3.575 6.149
H -4.274 -4.669 -0.054
H -4.658 2.320 3.382
H 5.171 0.486 4.807
H 6.600 -1.268 3.792
H 4.771 -8.319 -8.349
H 1.097 3.560 -8.867
H -1.445 -0.780 4.335
H -4.570 0.040 5.416
H -3.783 6.355 -1.564
H -1.412 4.696 -3.969
H 1.251 -5.928 -0.686
H 1.446 0.612 1.135
H -4.449 -5.132 1.556
H 7.215 -3.110 2.018
H 8.025 -3.347 4.419
H 3.606 -0.569 3.092
H 2.097 6.407 0.279
H -4.641 8.087 -0.077
H 1.599 5.262 -8.438
H 7.475 -4.900 3.808
H 4.673 -2.626 4.944
H -0.365 2.051 -3.004
H 0.817 -1.684 1.018
H -0.816 -9.693 2.596
H 2.638 -1.291 4.332
H -0.096 -10.861 4.643
H -2.675 5.891 -4.369
H -0.015 -7.167 -0.935
H 2.593 -1.883 -1.458
H -7.059 -0.208 6.571
H -1.124 1.711 3.756
H 1.386 -3.194 -5.793
H 4.201 4.419 0.589
H 2.469 -4.942 -3.435
H -0.994 4.146 -9.680
H -2.888 4.688 -3.207
H 1.932 4.064 -5.844
H -8.482 0.403 5.675
H -1.868 -2.486 -0.060
H -5.081 10.586 -0.787
H 4.093 3.042 2.938
H 2.389 -7.265 0.846
H -4.056 -2.110 0.848
H -1.341 7.111 -11.002
H 4.207 -0.125 6.135
H -0.547 3.637 -2.223
H 2.674 -7.404 -7.400
H -1.277 5.746 -1.608
H 1.609 -7.469 -1.551
H 0.430 1.620 4.566
H -2.952 -0.268 0.904
H 2.519 -1.451 1.029
H -3.522 10.594 -1.533
H -0.841 3.124 7.396
H 2.206 -9.699 2.333
H -0.020 3.463 5.949
H -0.030 -9.238 5.155
H -2.253 -5.240 1.187
H 3.453 -6.315 -8.412
H -7.301 1.486 6.351
H -3.667 -0.608 3.120
H 5.633 -1.238 2.406
H -1.144 5.741 5.424
H 0.021 -0.550 3.372
H -1.645 5.630 7.084
H -0.583 0.960 6.661
H -4.860 -2.766 2.254
H 2.507 0.541 -0.235
H -0.992 7.026 -2.796
H 5.746 -3.933 2.507
H -0.810 4.041 -6.967
H 7.578 2.518 1.261
H 1.477 -10.191 4.702
H 6.581 3.788 0.656
H -4.710 9.566 -2.125
H 0.784 -2.125 -1.467
H -7.412 -3.055 2.041
H 0.181 -9.298 0.144
H -2.354 7.760 -9.707
H 1.305 5.020 -0.441
H 1.304 2.483 -1.032
H -2.660 6.191 -10.541
H 4.547 -5.368 -6.175
H 0.853 -4.828 -3.958
H 1.155 -10.915 1.878
H -6.319 -1.645 0.567
H 0.615 5.820 0.967
H -6.831 -4.523 1.323
H 1.508 3.920 1.986
H -6.871 1.281 3.812
H 5.716 -7.097 -7.497
H 5.206 1.803 0.374
H -6.727 -0.425 4.002
H 2.713 5.240 2.265
H -0.166 2.563 -0.067
H 3.466 -6.391 -5.324
H -2.188 0.956 1.942
H 2.460 -4.417 -7.388
H -3.357 7.651 -2.659
H -2.132 3.827 4.725
H 6.736 3.516 2.383
H -5.138 1.724 5.631
H 1.412 -5.476 -6.521
H 3.591 1.102 5.144
H 0.038 -0.740 5.171
H -0.648 0.399 -0.154
H 0.092 5.329 -6.593
H 1.381 2.638 -6.711
H 1.887 -9.490 -0.074
H 3.061 -3.166 -5.472
H 0.453 3.081 -5.356
H -0.401 6.978 -8.730
H -8.011 -3.500 0.446
H -1.919 8.681 -1.075
H 3.942 -2.874 3.418
H -2.868 5.952 5.709

Its LUMO energy is 0.53 eV. As for the SMILES: CCCCCC.CCCCCC.CCCCCC.CCCCCC.CCCCCC.CCCCCC.CCCCCC.CCCCCC.CCCCCC.CCCCCC. As for the total charge: 0. For the energy above the lowest of the compared OMol25 structures with the same formula, charge and spin, the calculation gives 3.444 eV. For the frontier orbital gap, the calculation gives 11.0 eV. Its multiplicity is 1.

Atomic partial charges in e from the Mulliken method, atoms 1 to 4: number 1, C, carries -0.42; number 2, C, carries -1.23; number 3, C, carries -1.66; number 4, C, carries -1.46

ORCA calculation (ωB97M-V/def2-TZVPD) on a structure of composition C32H26IIrN4PS.

Positions of all 66 atoms, in Å:
Ir -0.804 0.240 0.373
I -1.769 -1.864 -1.097
S -1.095 -0.141 2.635
P 1.388 -0.199 -0.409
N -3.553 -0.608 3.765
N -6.667 2.437 -0.683
N -1.980 1.923 -0.190
N -3.248 1.477 3.288
C -4.651 0.081 4.212
C 2.823 2.100 -1.129
C -0.199 -3.059 -1.832
C 3.294 -3.456 -3.075
C 2.499 0.771 1.900
C 1.886 -1.597 -1.505
C 3.235 0.674 3.066
C -3.531 4.105 -0.927
C -2.695 0.252 3.198
C 3.255 -1.429 -1.837
C -1.407 3.119 -0.443
C -0.743 -4.264 -2.291
C 1.726 1.265 -1.382
C 2.389 -0.348 1.054
C 3.956 -2.323 -2.611
C -3.324 -2.048 3.988
C 2.973 -1.568 1.422
C -5.540 2.651 -0.710
C 2.212 3.437 -3.037
C 1.368 -4.865 -3.242
C 3.056 3.184 -1.960
C -2.154 4.221 -0.810
C 1.178 -2.718 -2.000
C -4.458 1.397 3.921
C 1.936 -3.675 -2.772
C 0.029 -5.177 -2.979
C -4.122 2.870 -0.659
C -3.315 1.803 -0.305
C 3.701 -1.652 2.596
C 1.121 2.608 -3.293
C 0.872 1.529 -2.466
C 3.837 -0.533 3.411
H -5.071 2.260 4.122
H -0.330 3.173 -0.346
H 2.872 -2.447 0.798
H -4.141 4.951 -1.219
H 3.906 3.828 -1.777
H 4.415 -0.603 4.324
H -5.472 -0.411 4.708
H -2.933 -2.497 3.080
H -2.624 -2.176 4.811
H 4.170 -2.586 2.875
H -0.400 -6.107 -3.329
H 2.034 1.715 1.639
H 2.413 4.277 -3.689
H 5.000 -2.157 -2.844
H 3.350 1.539 3.706
H 3.498 1.900 -0.307
H -3.752 0.834 -0.098
H -4.277 -2.502 4.241
H -1.789 -4.488 -2.127
H 0.479 2.803 -4.142
H 3.778 -0.558 -1.461
H 3.819 -4.185 -3.681
H -1.656 5.162 -1.002
H 1.979 -5.556 -3.811
H -2.782 2.335 3.029
H 0.032 0.874 -2.683

Its LUMO energy (spin up / spin down) is -11.75 / -14.68 eV. As for the expectation value of S²: 8.804. As for the total charge: +4. For the energy above the lowest of the compared OMol25 structures with the same formula, charge and spin, the calculation gives 0.000 eV. For the frontier orbital gap (spin up / spin down), the calculation gives 7.2 / 5.0 eV. Its multiplicity is 6.

Atomic partial charges in e from the Mulliken method, atoms 1 to 4: number 1, Ir, carries 1.21; number 2, I, carries 0.21; number 3, S, carries -0.14; number 4, P, carries 0.19

ORCA calculation (ωB97M-V/def2-TZVPD) on a structure of composition C4H3O2S.

Positions of all 10 atoms, in Å:
S -2.110 -1.153 -0.914
O -1.248 1.752 -0.364
O -1.753 -0.942 1.663
C 1.862 0.297 -0.003
C -0.958 0.635 -0.023
C 0.698 -0.131 -0.524
C -1.680 -0.465 0.556
H 2.832 0.067 -0.123
H 0.536 -0.854 -1.272
H 1.821 0.795 1.004

Its LUMO energy is 3.78 eV. As for the total charge: -1. For the energy above the lowest of the compared OMol25 structures with the same formula, charge and spin, the calculation gives 1.620 eV. For the frontier orbital gap, the calculation gives 7.8 eV. Its multiplicity is 1.

Atomic partial charges in e from the Mulliken method, atoms 1 to 4: number 1, S, carries -0.50; number 2, O, carries -0.58; number 3, O, carries -0.62; number 4, C, carries -0.67

ORCA calculation (ωB97M-V/def2-TZVPD) on the ion C3H6NO with charge +1.

Positions of all 11 atoms, in Å:
O 2.266 -0.289 0.035
N -1.150 -0.561 0.727
C -0.372 0.577 0.318
C 0.971 0.606 0.304
C -0.859 -0.604 -0.610
H 1.558 1.606 0.205
H -0.830 1.529 0.124
H 2.287 -1.127 0.351
H -0.154 -1.312 -0.992
H -2.114 -0.197 0.895
H -1.602 -0.228 -1.357

Its LUMO energy is -6.66 eV. As for the total charge: +1. For the energy above the lowest of the compared OMol25 structures with the same formula, charge and spin, the calculation gives 4.124 eV. For the frontier orbital gap, the calculation gives 9.6 eV. Its multiplicity is 1.

Atomic partial charges in e from the Mulliken method, atoms 1 to 4: number 1, O, carries -0.37; number 2, N, carries -0.39; number 3, C, carries 0.20; number 4, C, carries -0.16

| no. | electronic energy (Eh) | strongest force on any atom (eV/Å) |
| --- | --- | --- |
| 1 | -3625.6081 | 0.5 |
| 2 | -4715.7358 | 1.7 |
| 3 | -363.6153 | 1.4 |
| 4 | -2369.9497 | 2.6 |
| 5 | -2594.0367 | 0.5 |
| 6 | -702.8511 | 5.2 |
| 7 | -247.4645 | 9.0 |